one | This record from OMol25 describes the molecule C20H23N3O6. The level of theory is wB97M-V/def2-TZVPD.

Summary:
SMILES: CCC(=O)Nc1ccc(C(=O)NNC(=O)c2cc(OC)c(OC)c(OC)c2)cc1
HOMO level, eV: -7.13

The geometry in ORCA input format:
```
! RIJCOSX wB97M-V def2-TZVPD def2/J DEFGRID3
* xyz 0 1
C -2.767 3.393 -5.707
C -3.330 2.307 -5.030
C -3.380 2.548 -3.630
O -4.344 2.827 -2.903
N -1.958 2.594 -2.801
C -1.745 2.659 -1.433
C -0.499 2.391 -0.967
C 0.112 2.672 0.080
C -0.804 3.093 1.054
C -2.232 3.426 0.709
C -2.638 2.967 -0.721
H -3.525 3.232 -0.948
H -2.822 3.919 1.519
C -0.537 3.322 2.424
O -0.569 4.474 3.040
N 0.021 2.246 3.228
N 0.276 1.187 2.666
C 1.260 0.238 3.105
O 1.998 0.616 3.798
C 1.341 -1.110 2.297
C 2.094 -2.090 2.938
C 2.076 -3.526 2.362
C 1.709 -3.571 0.915
C 1.093 -2.503 0.358
C 1.240 -1.166 0.726
H 0.617 -0.256 0.341
O 0.891 -2.478 -0.858
C 0.367 -1.600 -1.917
H 0.147 -2.026 -2.645
H 1.005 -0.688 -1.791
H -0.550 -1.210 -1.468
O 1.963 -4.548 0.201
C 2.452 -5.768 0.617
H 2.486 -6.368 -0.089
H 3.547 -5.548 0.990
H 1.911 -6.317 1.342
O 2.815 -4.336 2.886
C 2.896 -4.375 4.374
H 3.907 -3.556 4.353
H 2.271 -4.194 4.957
H 3.349 -5.193 4.654
H 2.157 -2.171 4.064
H -0.364 0.698 2.008
H 0.524 2.476 4.183
H 1.142 2.406 0.380
H 0.238 2.248 -1.941
H -1.385 2.253 -3.408
H -4.364 2.177 -5.241
H -2.586 1.300 -5.267
H -3.250 4.125 -5.498
H -1.624 3.604 -5.461
H -2.631 3.201 -6.845
*
```

two | This record from OMol25 describes the molecule C20H23N3O6. The level of theory is wB97M-V/def2-TZVPD.

Summary:
SMILES: CCC(=O)Nc1ccc(C(=O)NNC(=O)c2cc(OC)c(OC)c(OC)c2)cc1
HOMO level, eV: -8.11

The geometry in ORCA input format:
```
! RIJCOSX wB97M-V def2-TZVPD def2/J DEFGRID3
* xyz 0 1
C -1.997 4.631 1.039
C -0.905 5.167 0.112
C -0.039 4.025 -0.388
O 1.044 3.763 0.086
N -0.627 3.318 -1.395
C -0.162 2.163 -2.030
C -1.060 1.431 -2.806
C -0.662 0.264 -3.424
C 0.638 -0.199 -3.263
C 1.545 0.552 -2.524
C 1.157 1.731 -1.920
H 1.866 2.314 -1.356
H 2.570 0.221 -2.437
C 1.032 -1.513 -3.846
O 0.970 -1.806 -5.016
N 1.546 -2.387 -2.916
N 1.306 -2.225 -1.558
C 0.028 -2.199 -1.059
O -0.924 -2.524 -1.734
C -0.060 -1.797 0.365
C 0.712 -0.773 0.897
C 0.577 -0.404 2.233
C -0.325 -1.099 3.056
C -1.122 -2.120 2.495
C -0.996 -2.452 1.158
H -1.596 -3.222 0.704
O -1.981 -2.717 3.363
C -2.824 -3.731 2.873
H -3.424 -4.048 3.724
H -2.252 -4.584 2.495
H -3.484 -3.359 2.082
O -0.569 -0.877 4.375
C 0.354 -0.180 5.182
H 0.364 0.889 4.960
H 0.007 -0.337 6.204
H 1.365 -0.579 5.077
O 1.286 0.618 2.798
C 2.209 1.340 2.012
H 2.681 2.039 2.700
H 2.975 0.685 1.585
H 1.714 1.907 1.219
H 1.373 -0.214 0.257
H 2.080 -1.903 -0.993
H 1.654 -3.345 -3.237
H -1.359 -0.313 -4.010
H -2.078 1.777 -2.915
H -1.564 3.592 -1.658
H -1.349 5.700 -0.730
H -0.264 5.855 0.665
H -2.659 3.945 0.515
H -1.550 4.102 1.877
H -2.593 5.453 1.429
*
```

Which structure above is the least stable? It is one.